Density functional theory data (the ωB97M-V functional and the def2-TZVPD basis) for a molecular structure, C11H7BrF5N2OsS in a non-equilibrium geometry.

```
28
Properties=species:S:1:pos:R:3:forces:R:3
Os 0.292 -0.447 1.225 1.22 0.26 -0.69
F 1.041 5.690 -2.522 0.06 -0.05 0.01
C 1.217 4.540 -1.955 0.65 0.15 -0.38
C 0.254 3.968 -1.176 -0.15 0.02 0.06
F -0.879 4.556 -0.975 -0.08 -0.14 0.13
C 0.508 2.699 -0.576 0.42 -0.34 -0.04
F -0.446 2.210 0.168 -0.33 -0.15 0.25
C 1.688 1.953 -0.728 -0.51 0.18 0.10
S 2.048 0.386 0.009 -1.06 -0.40 0.77
C 2.653 2.543 -1.510 0.30 0.25 -0.29
F 3.789 1.974 -1.726 0.01 0.08 -0.05
C 2.437 3.841 -2.133 -0.28 0.20 0.02
F 3.364 4.347 -2.846 0.02 -0.12 0.05
N -0.261 -0.377 3.306 -0.08 -0.01 -0.13
H 0.559 -0.155 3.877 0.01 0.00 0.07
H -0.637 -1.244 3.697 0.00 -0.06 -0.08
H -0.951 0.347 3.511 -0.04 0.03 0.07
Br 0.070 -5.961 -0.309 -0.02 0.00 0.00
C -0.807 -4.340 -0.073 0.02 -0.33 -0.08
C -2.152 -4.183 -0.413 -0.12 0.14 0.01
C -2.774 -2.955 -0.207 -0.03 -0.16 -0.04
C -2.053 -1.914 0.323 0.11 -0.07 0.05
N -0.739 -2.077 0.638 -0.21 0.16 0.13
C -0.117 -3.269 0.446 -0.01 0.26 0.07
H -2.706 -5.014 -0.831 0.00 -0.02 0.00
H -3.818 -2.810 -0.450 -0.01 -0.01 -0.01
H -2.509 -0.950 0.515 0.05 0.05 0.00
H 0.928 -3.357 0.715 0.05 0.07 0.01
```
Positions in Å, forces in eV/Å.

The spin multiplicity is 5. As for the net charge: +3. For the total energy, the calculation gives -4093.8183 a.u. The value obtained for the energy above the lowest of the compared OMol25 structures with the same formula, charge and spin is 17.1 kJ/mol. For the lowest unoccupied orbital energy (spin up / spin down), the calculation gives -12.83 / -13.91 eV. The value obtained for the gap between HOMO and LUMO (spin up / spin down) is 5.72 / 4.62 eV.

=====

Density functional theory data (the ωB97M-V functional and the def2-TZVPD basis) for a single C21H32N2O3S molecule.

```
59
Properties=species:S:1:pos:R:3:forces:R:3
C 5.964 -3.907 -2.070 0.06 0.31 0.17
H 6.751 -3.976 -2.817 0.03 -0.08 -0.09
H 5.077 -4.388 -2.478 -0.09 -0.12 -0.10
H 6.282 -4.455 -1.185 0.05 -0.13 0.06
C 5.685 -2.442 -1.734 -0.19 -0.05 -0.01
C 5.148 -1.701 -2.954 0.21 0.01 0.19
H 4.982 -0.652 -2.720 -0.02 0.12 -0.06
H 4.198 -2.122 -3.275 -0.01 -0.04 -0.15
H 5.853 -1.769 -3.780 0.03 -0.01 -0.11
C 4.720 -2.313 -0.545 0.60 0.39 0.08
N 3.404 -2.870 -0.766 -0.58 0.38 -0.46
S 2.207 -1.913 -1.435 -0.23 -0.62 0.26
O 2.597 -0.537 -1.347 0.12 -0.05 0.31
O 1.816 -2.454 -2.709 -0.06 -0.17 0.29
C 0.891 -2.219 -0.268 0.24 0.14 -0.44
C 0.850 -1.490 0.905 0.02 0.12 0.10
C -0.149 -1.744 1.827 0.12 -0.13 -0.12
C -1.106 -2.724 1.579 0.13 -0.20 0.06
C -1.044 -3.448 0.392 0.07 0.10 0.11
C -0.044 -3.199 -0.532 -0.01 -0.02 -0.22
H 0.017 -3.740 -1.464 -0.06 -0.11 -0.10
H -1.784 -4.210 0.193 -0.08 -0.09 -0.03
C -2.237 -2.944 2.540 -0.12 0.06 -0.11
H -2.518 -3.999 2.556 0.04 0.02 0.06
H -1.940 -2.646 3.546 -0.01 -0.07 0.02
C -3.462 -2.108 2.126 0.05 0.08 0.30
C -3.112 -0.629 2.194 -0.26 -0.45 -0.44
O -3.209 0.019 3.215 0.00 0.16 0.51
N -2.646 -0.115 1.035 0.00 0.18 -0.36
H -2.578 -0.699 0.217 -0.04 -0.10 0.14
C -2.233 1.263 0.901 -0.15 0.16 0.03
H -2.276 1.694 1.903 0.10 -0.02 -0.11
H -1.202 1.305 0.536 -0.05 0.06 0.06
C -3.153 2.039 -0.051 0.29 0.06 0.07
C -2.819 3.506 -0.036 -0.22 -0.23 -0.07
C -2.002 4.050 -0.927 0.14 0.10 -0.07
C -1.620 5.498 -0.946 -0.10 0.15 0.04
C -2.538 6.336 -0.060 0.25 -0.03 0.10
C -2.735 5.636 1.279 -0.28 0.05 -0.09
C -3.457 4.310 1.062 0.21 0.20 0.07
H -3.465 3.728 1.986 -0.08 -0.05 0.03
H -4.502 4.500 0.795 -0.05 -0.06 0.07
H -3.311 6.267 1.959 0.06 -0.01 0.06
H -1.761 5.449 1.735 0.05 0.01 0.08
H -2.111 7.330 0.085 -0.06 0.03 -0.04
H -3.507 6.453 -0.549 -0.05 0.05 -0.03
H -1.645 5.869 -1.974 0.08 0.00 0.01
H -0.585 5.590 -0.600 0.03 0.08 -0.07
H -1.553 3.436 -1.697 -0.01 -0.21 -0.08
H -4.188 1.895 0.270 -0.03 -0.06 -0.03
H -3.043 1.636 -1.061 -0.07 -0.02 -0.03
H -4.275 -2.297 2.827 -0.02 0.08 -0.08
H -3.782 -2.384 1.120 -0.02 -0.04 -0.02
H -0.198 -1.175 2.743 -0.01 0.09 0.11
H 1.594 -0.727 1.069 0.06 0.14 0.12
H 3.420 -3.775 -1.210 -0.20 -0.20 -0.12
H 4.556 -1.258 -0.319 0.22 -0.04 0.13
H 5.148 -2.803 0.338 -0.05 0.10 -0.06
H 6.627 -1.976 -1.422 -0.06 -0.02 0.04
```
Positions in Å, forces in eV/Å.

As for the net charge: 0. For the total energy, the calculation gives -1552.8382 a.u. The value obtained for the energy above the lowest of the compared OMol25 structures with the same formula, charge and spin is 126.0 kJ/mol. For the lowest unoccupied orbital energy, the calculation gives 0.58 eV. As for the SMILES: CC(C)CNS(=O)(=O)c1ccc(CCC(=O)NCCC2=CCCCC2)cc1. The value obtained for the gap between HOMO and LUMO is 9.41 eV.

=====

Density functional theory data (the ωB97M-V functional and the def2-TZVPD basis) for 2 unconnected molecules or ions with the total composition C8H16NO2P in a non-equilibrium geometry.

```
28
Properties=species:S:1:pos:R:3:forces:R:3
C 1.021 0.378 0.417 1.54 0.04 -0.19
C -0.203 0.068 -1.728 0.84 0.29 3.05
C 1.159 0.366 -1.147 -1.25 0.55 0.24
C 0.131 -0.776 0.985 0.99 5.15 2.32
C -1.095 -0.808 -0.946 -0.04 -2.45 -0.65
C 2.422 0.403 0.964 2.88 1.09 1.48
C 0.011 -0.615 2.521 -2.07 -2.86 -1.10
C -2.480 -0.760 -1.460 0.05 -0.48 -2.00
N -1.588 2.134 -1.368 0.68 -0.65 -1.88
O -1.116 -0.545 0.473 -1.36 -1.01 -1.86
O 2.161 -0.529 -1.615 -0.34 0.39 -1.17
P -1.666 2.170 0.149 -1.00 1.62 2.25
H 0.622 1.301 0.810 -0.70 0.23 -0.54
H -0.359 0.259 -2.726 -0.47 0.08 -2.09
H 1.451 1.315 -1.620 0.07 0.15 0.84
H 0.546 -1.659 0.736 1.15 -3.55 -0.98
H -0.870 -1.959 -1.087 0.62 1.79 0.30
H 3.191 0.799 0.264 -0.71 -0.38 -0.08
H 2.818 -0.555 1.282 -0.05 -0.54 -0.09
H 2.701 1.065 1.862 -1.32 -0.80 -0.90
H -0.410 0.328 2.746 -0.61 0.94 0.29
H 0.874 -0.765 3.088 1.78 -0.05 0.49
H -0.674 -1.478 2.872 0.67 1.57 -0.45
H -2.864 0.172 -1.186 -1.23 1.07 0.21
H -2.977 -1.589 -1.043 -1.18 -0.73 0.54
H -2.524 -0.865 -2.591 0.22 0.18 1.35
H 2.411 -1.170 -0.976 0.10 -0.83 0.98
H -2.692 3.315 0.324 0.75 -0.80 -0.36
```
Positions in Å, forces in eV/Å.

As for the net charge: 0. For the total energy, the calculation gives -860.7947 a.u. The value obtained for the energy above the lowest of the compared OMol25 structures with the same formula, charge and spin is 411.4 kJ/mol. For the lowest unoccupied orbital energy (spin up / spin down), the calculation gives -0.73 / 0.03 eV. The value obtained for the gap between HOMO and LUMO (spin up / spin down) is 7.11 / 8.64 eV.

=====

Density functional theory data (the ωB97M-V functional and the def2-TZVPD basis) for 2 unconnected molecules or ions with the total composition C3H10NOS.

```
16
Properties=species:S:1:pos:R:3:forces:R:3
C 0.877 0.762 0.679 0.57 0.14 -0.32
C 1.106 0.397 -0.779 -0.14 0.80 -0.45
S 1.673 1.866 -1.728 -0.11 -0.21 0.25
N 0.471 -0.447 1.468 0.23 -0.31 -0.02
H 0.153 1.559 0.809 -0.30 -0.14 -0.02
H 1.819 1.118 1.095 -0.05 -0.01 0.12
H 0.214 0.006 -1.263 -0.08 -0.14 0.10
H 1.916 -0.319 -0.916 -0.02 -0.11 0.17
H 0.536 2.583 -1.646 0.08 -0.18 0.03
H 0.386 -0.242 2.462 -0.24 0.06 0.07
H 1.236 -1.115 1.387 -0.02 -0.27 0.05
H -0.397 -0.913 1.110 -0.01 0.37 -0.01
O -1.947 -1.401 0.381 0.22 -0.19 0.25
C -2.500 -1.331 -0.688 -0.13 0.49 -0.09
H -3.489 -1.766 -0.859 -0.02 -0.19 0.04
H -2.053 -0.756 -1.512 0.01 -0.12 -0.17
```
Positions in Å, forces in eV/Å.

As for the net charge: +1. For the total energy, the calculation gives -648.2138 a.u. The value obtained for the energy above the lowest of the compared OMol25 structures with the same formula, charge and spin is 63.8 kJ/mol. For the lowest unoccupied orbital energy, the calculation gives -3.38 eV. The value obtained for the gap between HOMO and LUMO is 9.65 eV.

=====

- energy above the lowest of the compared OMol25 structures with the same formula, charge and spin of number 4 (C3H10NOS)?
  63.8 kJ/mol

=====

Copy entry 1 word for word.
Density functional theory data (the ωB97M-V functional and the def2-TZVPD basis) for a molecular structure, C11H7BrF5N2OsS in a non-equilibrium geometry.

```
28
Properties=species:S:1:pos:R:3:forces:R:3
Os 0.292 -0.447 1.225 1.22 0.26 -0.69
F 1.041 5.690 -2.522 0.06 -0.05 0.01
C 1.217 4.540 -1.955 0.65 0.15 -0.38
C 0.254 3.968 -1.176 -0.15 0.02 0.06
F -0.879 4.556 -0.975 -0.08 -0.14 0.13
C 0.508 2.699 -0.576 0.42 -0.34 -0.04
F -0.446 2.210 0.168 -0.33 -0.15 0.25
C 1.688 1.953 -0.728 -0.51 0.18 0.10
S 2.048 0.386 0.009 -1.06 -0.40 0.77
C 2.653 2.543 -1.510 0.30 0.25 -0.29
F 3.789 1.974 -1.726 0.01 0.08 -0.05
C 2.437 3.841 -2.133 -0.28 0.20 0.02
F 3.364 4.347 -2.846 0.02 -0.12 0.05
N -0.261 -0.377 3.306 -0.08 -0.01 -0.13
H 0.559 -0.155 3.877 0.01 0.00 0.07
H -0.637 -1.244 3.697 0.00 -0.06 -0.08
H -0.951 0.347 3.511 -0.04 0.03 0.07
Br 0.070 -5.961 -0.309 -0.02 0.00 0.00
C -0.807 -4.340 -0.073 0.02 -0.33 -0.08
C -2.152 -4.183 -0.413 -0.12 0.14 0.01
C -2.774 -2.955 -0.207 -0.03 -0.16 -0.04
C -2.053 -1.914 0.323 0.11 -0.07 0.05
N -0.739 -2.077 0.638 -0.21 0.16 0.13
C -0.117 -3.269 0.446 -0.01 0.26 0.07
H -2.706 -5.014 -0.831 0.00 -0.02 0.00
H -3.818 -2.810 -0.450 -0.01 -0.01 -0.01
H -2.509 -0.950 0.515 0.05 0.05 0.00
H 0.928 -3.357 0.715 0.05 0.07 0.01
```
Positions in Å, forces in eV/Å.

The spin multiplicity is 5. As for the net charge: +3. For the total energy, the calculation gives -4093.8183 a.u. The value obtained for the energy above the lowest of the compared OMol25 structures with the same formula, charge and spin is 17.1 kJ/mol. For the lowest unoccupied orbital energy (spin up / spin down), the calculation gives -12.83 / -13.91 eV. The value obtained for the gap between HOMO and LUMO (spin up / spin down) is 5.72 / 4.62 eV.